Record 1
Computed, not measured: a structure of composition C20H30N3O2PTi, with the ωB97M-V functional and the def2-TZVPD basis.

```
57
Properties=species:S:1:pos:R:3:forces:R:3:mulliken_charge:R:1
N 0.099 2.243 -0.186 -0.0327 -0.7309 -0.2058 0.05
C 0.157 3.398 -0.204 0.1179 0.1043 -0.2614 0.36
C 0.230 4.864 -0.226 -0.0564 -0.6607 0.0110 -1.16
H -0.776 5.277 -0.297 -0.1298 0.0063 -0.0423 0.35
H 0.816 5.187 -1.085 0.0859 -0.0071 -0.1146 0.41
H 0.702 5.218 0.690 0.0971 0.0019 0.1054 0.41
N 1.836 -1.197 -0.521 -0.5651 0.3673 0.2974 -0.08
C 2.793 -1.819 -0.712 0.3850 -0.2534 -0.0271 0.32
C 4.006 -2.609 -0.952 -0.5571 0.3738 0.0814 -1.01
H 4.609 -2.126 -1.719 0.0300 0.1030 -0.1009 0.35
H 3.730 -3.609 -1.283 -0.1023 -0.1050 -0.0421 0.35
H 4.582 -2.680 -0.029 0.0176 0.0310 0.1314 0.38
N -2.012 -0.997 -0.185 0.6797 0.3126 -0.2001 0.01
C -3.046 -1.515 -0.204 -0.0891 -0.1262 -0.2354 0.32
C -4.357 -2.173 -0.226 0.5814 0.2915 0.0009 -1.12
H -4.364 -2.994 0.490 0.0575 -0.1206 0.0715 0.39
H -4.554 -2.560 -1.224 0.0229 -0.0451 -0.1296 0.42
H -5.129 -1.453 0.043 -0.0418 0.1065 -0.0131 0.34
Ti 0.000 0.000 0.000 -1.3587 0.8761 -3.3044 -0.10
C 0.029 -1.724 1.354 0.0683 -2.9640 3.0307 0.67
O 0.045 -2.612 2.068 0.0663 2.6351 -2.4702 -0.08
C 1.588 0.670 1.353 2.7223 1.1449 3.0404 0.70
O 2.407 1.016 2.068 -2.3953 -1.1353 -2.4596 -0.09
C 0.462 1.313 -3.335 0.6248 2.2908 0.2910 -0.57
C -0.900 1.380 -3.216 -0.0728 2.5366 0.4222 -0.46
C -1.627 0.257 -3.217 -2.3476 -0.9765 0.4489 -0.43
C -1.010 -0.958 -3.334 -1.8225 -1.4902 0.2721 -0.57
C 0.321 -1.024 -3.452 1.4814 -1.8443 0.0105 -0.49
C 1.065 0.124 -3.451 2.2744 -0.5999 -0.0083 -0.48
H 1.055 2.213 -3.360 0.0341 0.1764 -0.0813 0.53
H -1.398 2.335 -3.144 -0.0263 0.1948 -0.0864 0.57
H -2.702 0.323 -3.147 -0.1927 -0.0560 -0.0850 0.58
H -1.590 -1.868 -3.358 -0.1490 -0.1067 -0.0861 0.53
H 0.796 -1.986 -3.568 0.1246 -0.1202 -0.1017 0.54
H 2.137 0.084 -3.566 0.1600 -0.0649 -0.1061 0.54
C -4.300 1.414 0.980 -0.4986 -0.1583 -0.3755 -1.07
C -3.193 2.072 1.796 -0.7625 0.6509 -2.4911 -0.84
P -1.649 1.068 1.777 -0.3952 0.5756 3.5200 2.00
C -0.610 2.295 2.748 0.7595 -0.5647 0.8499 -0.09
C -1.224 2.945 3.991 -0.5998 0.3077 0.6285 -1.43
C -2.242 -0.393 2.795 0.6923 -0.3757 0.7901 -0.47
C -3.155 -0.120 3.995 -0.5613 0.4033 0.5070 -1.33
H -3.968 1.267 -0.069 -0.3812 0.1024 0.4804 0.23
H -5.198 2.068 0.978 0.4850 -0.4778 -0.0433 0.44
H -4.588 0.437 1.415 0.0238 0.4916 -0.2145 0.15
H -2.970 3.052 1.323 0.0049 -0.4099 0.4264 0.47
H -3.566 2.260 2.818 0.9264 -0.3998 -0.0878 0.59
H 0.286 1.778 3.124 -0.1401 0.1979 -0.3444 0.23
H -0.312 3.143 2.129 -0.0037 -0.5338 -0.3302 -0.10
H -1.464 2.206 4.768 -0.0681 0.3740 -0.2589 0.31
H -0.471 3.628 4.439 -0.3213 -0.4405 -0.3863 0.44
H -2.104 3.572 3.751 0.4470 -0.4159 0.2600 0.37
H -2.794 -1.117 2.186 0.5167 0.2800 -0.2057 0.16
H -1.353 -0.886 3.226 -0.2523 0.1007 -0.3592 0.44
H -4.130 0.309 3.696 0.5130 -0.1684 0.2462 0.34
H -3.377 -1.086 4.497 0.2099 0.4804 -0.4003 0.43
H -2.678 0.517 4.751 -0.2865 -0.1659 -0.2646 0.25
```
Forces are in eV/Å.

Summary:
**Multiplicity**: 1
**Calculated total energy**: -62150.9026 eV
**Lowest unoccupied orbital energy (alpha / beta)**: -16.46 / -16.46 eV
**Strongest force on any atom**: 4.24 eV Å⁻¹
**Charge**: +4
**Highest occupied orbital energy (alpha / beta)**: -21.30 / -21.25 eV


Record 2
Computed, not measured: an isolated molecule of C6H11N, with the ωB97M-V functional and the def2-TZVPD basis.

```
18
Properties=species:S:1:pos:R:3:forces:R:3:mulliken_charge:R:1
C 0.757 -1.144 -1.432 -0.6499 -2.4329 -1.1638 -1.30
C 0.563 -0.035 -0.500 -2.3839 2.2544 -1.0582 0.60
C -0.059 1.193 -0.830 1.2801 -2.8185 0.9725 -0.32
N -1.188 1.243 -1.596 1.2744 5.0835 -0.0553 -0.49
C 1.015 -0.426 0.874 -0.5563 -0.7146 0.1235 -0.78
C 0.218 0.379 1.874 1.2047 -1.0889 1.8434 -0.60
C -1.089 0.113 2.007 -0.2657 0.2490 0.0880 -0.70
H 0.088 -1.669 -2.140 -1.3754 0.7192 0.6293 0.36
H 1.477 -0.963 -2.204 1.3450 0.4724 0.0271 0.31
H 1.046 -1.987 -0.805 0.5615 -0.1931 -0.4152 0.32
H 0.349 2.181 -0.624 -0.5102 -0.2112 1.3226 0.38
H -1.588 0.488 -1.920 -1.9380 -5.1545 -1.7386 0.19
H -1.924 1.894 -1.361 0.7203 0.4601 0.0623 0.22
H 2.054 -0.506 0.676 1.9106 0.9871 1.6618 0.58
H 0.878 -1.521 1.177 -0.7429 0.9651 -1.1468 0.34
H 0.777 0.797 2.728 -0.4872 1.3787 -0.9440 0.35
H -1.852 0.792 2.386 0.6026 -0.1355 0.9834 0.28
H -1.521 -0.829 1.692 0.0101 0.1797 -1.1918 0.25
```
Forces are in eV/Å.

Summary:
**Multiplicity**: 1
**Calculated total energy**: -7885.4418 eV
**Lowest unoccupied orbital energy**: 1.02 eV
**Strongest force on any atom**: 5.77 eV Å⁻¹
**Energy above the lowest of the compared OMol25 structures with the same formula, charge and spin**: 491.07 kJ/mol
**Highest occupied orbital energy**: -6.51 eV
**SMILES string**: C=CC/C(C)=C/N


Record 3
Computed, not measured: an isolated molecule of C4H5N3, with the ωB97M-V functional and the def2-TZVPD basis.

```
12
Properties=species:S:1:pos:R:3:forces:R:3:mulliken_charge:R:1
N -2.014 0.921 -1.941 0.9469 -0.2716 0.3929 -0.45
C -0.981 0.656 -1.490 -1.0490 0.2629 -0.4787 0.10
C 0.338 0.352 -0.836 0.1097 0.0533 -0.1380 0.38
C 0.513 1.038 0.492 0.0934 0.2692 0.0971 -0.70
N 0.123 0.083 1.419 0.3703 -0.8865 -0.5474 -0.05
C 0.046 -1.138 0.923 0.2353 0.5896 0.1026 -0.29
N 0.421 -1.058 -0.414 -0.1971 -0.0496 0.0970 -0.35
H 1.130 0.597 -1.551 -0.2262 -0.1037 -0.0277 0.23
H 0.303 0.308 2.377 -0.5149 -0.3065 0.5653 0.25
H 0.091 2.018 0.679 0.1479 0.0118 -0.1834 0.23
H -0.021 -2.070 1.470 0.0599 0.3576 -0.0252 0.38
H 0.069 -1.755 -1.057 0.0238 0.0734 0.1456 0.27
```
Forces are in eV/Å.

Summary:
**Multiplicity**: 1
**Calculated total energy**: -8696.4235 eV
**Lowest unoccupied orbital energy (alpha / beta)**: 0.73 / 0.73 eV
**Strongest force on any atom**: 1.18 eV Å⁻¹
**Energy above the lowest of the compared OMol25 structures with the same formula, charge and spin**: 326.98 kJ/mol
**Highest occupied orbital energy (alpha / beta)**: -6.74 / -6.74 eV


Record 4
Computed, not measured: the ion C5H12N3O with charge +1, with the ωB97M-V functional and the def2-TZVPD basis.

```
21
Properties=species:S:1:pos:R:3:forces:R:3:mulliken_charge:R:1
C 0.182 0.910 -2.662 -1.6496 1.9272 0.0065 0.09
C 1.741 0.822 -0.862 2.0043 -4.4965 3.2548 -0.60
C -2.054 -0.236 2.060 -0.0319 -2.4986 2.6642 -1.35
C -0.841 -0.991 1.507 1.6303 2.5244 3.0055 -0.39
C -0.174 -0.086 0.386 -1.5696 -1.6577 -1.0935 -0.46
N 1.547 -1.371 0.816 3.1411 3.0434 -3.0447 -0.69
N 0.873 1.489 -1.707 1.0778 0.1853 0.6773 0.01
N 1.308 -0.260 0.102 -3.5682 -0.4813 0.1543 0.54
O 0.165 -0.372 -2.932 1.6449 0.7972 1.2760 -0.39
H -0.541 1.724 -3.048 0.8858 -2.3109 -0.5932 0.36
H 2.726 1.177 -0.616 0.0733 0.1426 -0.5291 0.38
H -1.804 0.478 2.821 0.3902 1.1788 -0.4284 0.37
H -2.645 0.061 1.268 -1.5918 1.2485 -1.2897 0.41
H -2.689 -0.901 2.763 0.8739 0.4042 -1.5939 0.35
H -1.175 -1.905 1.159 -0.2272 -1.8471 -1.1083 0.42
H -0.202 -1.205 2.463 -0.6395 0.4489 -2.2033 0.32
H -0.768 -0.406 -0.564 1.0686 0.8974 1.4165 0.19
H -0.238 0.966 0.566 -0.7348 0.5793 0.2927 0.44
H 2.547 -1.611 0.671 -0.1717 0.0749 0.1685 0.24
H 1.054 2.519 -1.738 -0.9322 -1.0413 -0.1103 0.31
H 0.987 -0.801 -2.455 -1.6739 0.8816 -0.9218 0.45
```
Forces are in eV/Å.

Summary:
**Multiplicity**: 1
**Calculated total energy**: -11884.9432 eV
**Lowest unoccupied orbital energy (alpha / beta)**: -4.97 / -4.99 eV
**Strongest force on any atom**: 5.90 eV Å⁻¹
**Energy above the lowest of the compared OMol25 structures with the same formula, charge and spin**: 696.21 kJ/mol
**Charge**: +1
**Highest occupied orbital energy (alpha / beta)**: -12.57 / -12.57 eV


Record 5
Computed, not measured: a structure of composition C4H5KO6, with the ωB97M-V functional and the def2-TZVPD basis.

```
16
Properties=species:S:1:pos:R:3:forces:R:3:mulliken_charge:R:1
O -1.765 1.761 -0.711 -0.2469 -0.2390 -0.0771 -0.47
C -2.455 0.751 -0.742 2.2838 -2.4274 -0.8765 0.64
O -3.677 0.868 -0.413 -0.6087 -0.2825 -0.0213 -0.19
K 0.063 3.387 -0.788 0.2669 0.3200 0.0055 1.05
O -2.010 -0.518 -1.093 -1.9861 1.9830 0.5585 -0.32
O 1.336 -0.736 0.145 -0.0001 -0.2354 -0.9080 -0.29
C 2.038 -0.559 1.255 -0.8635 1.7238 1.4628 0.65
O 1.588 -0.600 2.374 0.2543 -0.5813 -0.4910 -0.51
O 3.213 -0.037 0.928 0.6758 -0.3705 -0.4054 -0.42
C -0.085 -0.695 0.262 0.3793 -0.5919 0.4250 -0.43
C -0.594 -0.747 -1.162 0.2563 0.7647 0.1624 -0.25
H 3.721 0.135 1.731 -0.0727 -0.1790 0.1200 0.37
H -0.389 0.229 0.771 0.0753 -0.2027 -0.0420 0.32
H -0.444 -1.553 0.843 0.0102 0.2439 -0.1056 0.30
H -0.400 -1.725 -1.621 -0.4705 0.3609 0.0824 0.33
H -0.140 0.039 -1.779 0.0467 -0.2865 0.1102 0.25
```
Forces are in eV/Å.

Summary:
**Multiplicity**: 2
**Calculated total energy**: -32832.2334 eV
**⟨S²⟩**: 0.755
**Lowest unoccupied orbital energy (alpha / beta)**: -4.01 / -7.33 eV
**Strongest force on any atom**: 3.45 eV Å⁻¹
**Energy above the lowest of the compared OMol25 structures with the same formula, charge and spin**: 13.45 kJ/mol
**Charge**: +1
**Highest occupied orbital energy (alpha / beta)**: -14.10 / -14.10 eV